{
  "formula": "C31H45F9O5S2",
  "method": "ωB97M-V/def2-TZVPD",
  "spin_multiplicity": 1,
  "largest_force_ha_per_bohr": 0.161,
  "e_tot_ev": -89213.5392,
  "orbital_gap_ha": 0.179,
  "species": ["C", "C", "C", "O", "O", "C", "C", "C", "C", "C", "C", "C", "F", "F", "C", "F", "F", "S", "F", "F", "F", "F", "F", "C", "C", "C", "C", "C", "C", "C", "C", "C", "C", "C", "O", "S", "O", "O", "C", "C", "C", "C", "C", "C", "C", "C", "C", "H", "H", "H", "H", "H", "H", "H", "H", "H", "H", "H", "H", "H", "H", "H", "H", "H", "H", "H", "H", "H", "H", "H", "H", "H", "H", "H", "H", "H", "H", "H", "H", "H", "H", "H", "H", "H", "H", "H", "H", "H", "H", "H", "H", "H"],
  "coordinates": [[-7.125, 2.644, -1.344], [-6.355, 1.218, -1.061], [-4.697, 1.383, -0.935], [-4.234, 2.200, 0.014], [-3.902, 0.642, -1.926], [-2.742, -0.034, -1.327], [-1.579, -0.098, -2.510], [-0.069, 0.257, -1.984], [0.596, -0.831, -0.960], [0.358, -2.404, -1.335], [0.130, -3.268, 0.061], [-1.245, -4.222, 0.005], [-2.355, -3.587, -0.759], [-0.821, -5.397, -0.848], [-1.662, -4.860, 1.446], [-0.488, -5.305, 2.278], [-2.415, -6.135, 1.143], [-2.763, -3.836, 2.538], [-4.141, -3.980, 1.532], [-3.299, -5.292, 3.347], [-1.492, -3.777, 3.735], [-2.273, -2.335, 1.886], [-3.742, -2.967, 3.653], [2.173, -0.397, -0.755], [2.844, -1.024, 0.642], [4.134, -1.992, 0.277], [4.800, -2.720, 1.623], [3.823, -4.014, 1.947], [5.009, -1.697, 2.887], [3.707, -1.570, 3.889], [3.573, 0.053, 4.263], [2.271, 0.779, 4.335], [1.786, 1.243, 5.861], [1.312, 1.145, 3.033], [3.071, -0.810, -1.844], [2.431, -0.471, -3.386], [3.484, 0.169, -4.372], [1.963, -1.789, -4.116], [0.925, 0.661, -3.268], [1.499, 2.193, -3.167], [0.357, 3.368, -3.143], [0.361, 4.361, -1.798], [-0.665, 5.630, -1.584], [-1.768, 5.966, -2.785], [-2.731, 7.272, -2.533], [-1.794, 4.975, -4.094], [-0.750, 3.687, -4.309], [-8.213, 2.352, -1.740], [-6.646, 3.275, -2.237], [-7.305, 3.290, -0.381], [-6.699, 0.661, -0.090], [-6.573, 0.538, -2.018], [-3.080, -1.160, -1.128], [-2.325, 0.459, -0.351], [-1.646, -1.097, -3.158], [-1.874, 0.769, -3.277], [-0.168, 1.274, -1.367], [0.076, -0.653, 0.100], [-0.444, -2.616, -2.159], [1.391, -2.805, -1.779], [0.163, -2.620, 1.034], [1.023, -4.054, 0.160], [2.199, 0.775, -0.677], [3.276, -0.116, 1.262], [2.033, -1.535, 1.313], [5.004, -1.320, -0.164], [3.856, -2.887, -0.455], [5.843, -3.131, 1.282], [2.669, -3.719, 1.994], [4.201, -4.526, 2.930], [3.918, -4.729, 1.003], [6.011, -2.014, 3.450], [5.168, -0.612, 2.423], [2.706, -1.892, 3.375], [3.971, -2.175, 4.866], [4.607, 0.614, 4.443], [1.939, 0.297, 6.539], [2.522, 2.116, 6.167], [0.663, 1.573, 5.782], [0.646, 0.225, 2.716], [1.954, 1.509, 2.102], [0.667, 2.091, 3.363], [0.258, 0.495, -4.230], [2.187, 2.419, -4.116], [2.218, 2.347, -2.229], [1.155, 4.185, -0.924], [-0.645, 6.319, -0.609], [-2.071, 8.262, -2.622], [-3.689, 7.318, -3.203], [-3.076, 7.249, -1.390], [-2.570, 5.197, -4.974], [-0.799, 3.015, -5.281]],
  "mulliken_charge": [-0.8789, -0.2821, 0.5147, -0.5596, -0.3496, -0.2638, -0.9614, 0.0030, 0.2429, -0.7250, -0.4096, 0.6989, -0.2348, -0.3448, 0.6407, -0.2256, -0.2636, 1.1092, -0.2954, -0.3285, -0.3456, -0.2139, -0.2875, 0.3564, 0.5805, -0.6024, 0.1512, -0.8022, -0.8985, 0.2445, -0.8391, 0.4166, -1.0277, -0.4209, -0.4986, 1.2833, -0.6894, -0.6734, -0.4800, -0.5856, 0.2915, -0.3448, -0.5512, 0.5347, -0.9644, -0.5676, -0.2899, 0.2924, 0.2626, 0.2599, 0.2719, 0.2271, 0.0152, 0.3656, 0.3068, 0.4053, 0.2967, 0.2774, 0.4664, 0.4074, 0.2130, 0.1255, -0.1729, 0.0761, -0.8144, 0.2834, 0.1491, 0.4084, -0.1046, 0.3341, 0.3533, 0.3078, 0.2324, -0.1158, 0.4143, 0.2674, 0.2618, 0.2649, 0.3281, -0.0858, 0.0709, 0.4417, 0.6768, 0.4382, 0.1836, 0.1578, 0.2303, 0.2622, 0.2987, 0.2751, 0.2258, 0.2958]
}